Entry 1:
{
  "formula": "C26H56N4O15S2",
  "method": "ωB97M-V/def2-TZVPD",
  "e_lumo_ha": 0.0068,
  "homo_energy_ev": -8.71,
  "symbols": ["C", "O", "N", "N", "H", "H", "H", "H", "C", "O", "N", "N", "H", "H", "H", "H", "C", "C", "O", "S", "O", "O", "O", "H", "H", "H", "H", "C", "C", "O", "S", "O", "O", "O", "H", "H", "H", "H", "C", "C", "C", "O", "C", "H", "H", "H", "H", "H", "H", "H", "H", "C", "C", "C", "O", "C", "H", "H", "H", "H", "H", "H", "H", "H", "C", "C", "C", "O", "C", "H", "H", "H", "H", "H", "H", "H", "H", "C", "C", "C", "O", "C", "H", "H", "H", "H", "H", "H", "H", "H", "C", "C", "C", "O", "C", "H", "H", "H", "H", "H", "H", "H", "H"],
  "xyz": [[3.16790, 1.82642, 1.29304], [2.82485, 2.24848, 0.17516], [2.29907, 1.84738, 2.34572], [4.39353, 1.33794, 1.54772], [2.43095, 1.21797, 3.13693], [1.35934, 2.08750, 2.05293], [4.62353, 1.06232, 2.48428], [5.08413, 1.29398, 0.82225], [2.74153, 4.65284, -2.36926], [2.77123, 5.61344, -3.15751], [3.32138, 4.72172, -1.13805], [2.25184, 3.44209, -2.68753], [3.34233, 3.91435, -0.52276], [3.71810, 5.60569, -0.87858], [2.11575, 3.27421, -3.68987], [2.01362, 2.77454, -1.97727], [-1.56224, -2.19494, -3.64415], [-1.15009, -1.97911, -5.08243], [0.25649, -1.74804, -4.92890], [0.86231, -2.91974, -3.99031], [1.95141, -2.43617, -3.20129], [1.04752, -4.10655, -4.76808], [-0.50378, -2.97478, -3.11143], [-2.56726, -2.61870, -3.63034], [-1.58822, -1.26253, -3.07788], [-1.55689, -1.07282, -5.52675], [-1.34833, -2.81226, -5.75607], [1.40597, -4.95492, 1.51547], [2.33151, -6.14565, 1.13792], [1.69711, -6.80839, 0.08151], [0.22088, -6.17591, -0.23444], [-0.71626, -7.25523, -0.36570], [0.31294, -5.14400, -1.21016], [0.09412, -5.45632, 1.19468], [1.59669, -4.09422, 0.87261], [1.43820, -4.69519, 2.56714], [2.35809, -6.75518, 2.04446], [3.33268, -5.78172, 0.91776], [-6.23751, 0.26303, 1.28585], [-6.15828, -1.23996, 1.06354], [-5.49993, -1.69921, 2.36809], [-5.75554, -0.66876, 3.32108], [-6.63517, 0.32388, 2.74272], [-6.90394, 0.82262, 0.62862], [-5.24200, 0.70550, 1.19794], [-5.55909, -1.31119, 0.15476], [-7.16655, -1.63917, 0.96417], [-4.41402, -1.79753, 2.29361], [-5.91465, -2.67033, 2.65069], [-6.52839, 1.27364, 3.26498], [-7.67649, 0.03866, 2.93099], [-0.07596, 3.38873, -5.43019], [-0.24589, 1.87382, -5.23779], [1.18516, 1.32435, -5.36344], [2.05944, 2.45306, -5.30226], [1.34866, 3.50540, -5.97032], [-0.04275, 3.80094, -4.42224], [-0.83911, 3.84561, -6.05313], [-0.89017, 1.35389, -5.95008], [-0.62706, 1.61394, -4.24970], [1.49796, 0.73567, -6.23338], [1.46880, 0.63468, -4.56275], [1.48727, 3.32305, -7.04606], [1.87837, 4.44822, -5.82956], [1.09169, -0.69952, 0.04576], [0.16688, -0.91264, 1.23872], [-1.20609, -1.08286, 0.61795], [-1.17051, -0.29624, -0.56590], [0.17032, 0.01346, -0.96391], [1.51068, -1.65293, -0.28169], [1.92924, -0.07994, 0.36860], [0.22324, -0.03832, 1.89803], [0.37304, -1.76005, 1.89850], [-2.07657, -0.78989, 1.20297], [-1.29430, -2.17486, 0.51992], [0.28365, 1.08503, -0.77994], [0.47264, -0.20196, -1.98850], [2.28419, -2.36677, 4.20184], [1.26595, -1.80023, 5.17375], [2.01724, -0.57418, 5.70160], [2.58839, -0.03126, 4.50286], [2.95991, -1.13647, 3.62817], [1.90080, -2.99207, 3.39378], [2.89928, -3.05839, 4.78330], [1.17358, -2.53445, 5.98068], [0.26579, -1.61741, 4.78666], [2.82778, -0.83532, 6.38695], [1.36318, 0.18164, 6.12994], [4.03746, -1.18496, 3.47611], [2.47324, -0.90459, 2.67923], [-1.51207, 4.06222, 2.59123], [-1.48161, 4.18933, 1.07749], [-0.48641, 3.12419, 0.61294], [-0.62731, 2.07844, 1.57786], [-0.90496, 2.64889, 2.84874], [-2.46196, 4.14463, 3.11051], [-0.77665, 4.73190, 3.04046], [-1.14742, 5.16271, 0.72086], [-2.50682, 3.97992, 0.76359], [0.51675, 3.57109, 0.65606], [-0.55425, 2.71760, -0.39323], [0.02372, 2.80523, 3.41031], [-1.49676, 1.99795, 3.49087]]
}

Entry 2:
{
  "formula": "C26H56N7O2",
  "method": "ωB97M-V/def2-TZVPD",
  "e_lumo_ha": -0.1026,
  "homo_energy_ev": -9.62,
  "total_charge": 1,
  "symbols": ["C", "C", "C", "N", "C", "N", "C", "N", "C", "O", "C", "C", "O", "N", "H", "H", "H", "H", "H", "H", "H", "H", "H", "H", "H", "C", "C", "N", "C", "C", "C", "C", "H", "H", "H", "H", "H", "H", "H", "H", "H", "H", "H", "H", "H", "H", "H", "C", "C", "N", "C", "C", "C", "C", "H", "H", "H", "H", "H", "H", "H", "H", "H", "H", "H", "H", "H", "H", "H", "C", "C", "N", "C", "C", "C", "C", "H", "H", "H", "H", "H", "H", "H", "H", "H", "H", "H", "H", "H", "H", "H"],
  "xyz": [[-0.96287, -0.06755, 2.93698], [-1.63033, -1.00924, 3.25182], [-2.55940, -2.12073, 3.45297], [-1.91952, -3.23136, 4.16243], [-2.12592, -3.67730, 5.39321], [-1.34991, -4.70601, 5.69670], [-0.60983, -4.91215, 4.59415], [0.31827, -5.84726, 4.46082], [1.08660, -5.99649, 3.21989], [2.10251, -6.92294, 3.39201], [1.64318, -8.21524, 3.67880], [1.43493, -9.13742, 2.51579], [1.45697, -8.52333, 4.81586], [-0.94384, -4.01973, 3.63244], [-0.42608, 0.77176, 2.55597], [-3.43584, -1.81132, 4.01584], [-2.86268, -2.48773, 2.47017], [-2.84807, -3.26263, 6.07895], [0.47270, -6.46861, 5.24552], [0.40999, -6.28746, 2.40117], [1.53904, -5.03267, 2.97392], [2.10176, -9.98808, 2.65851], [1.65714, -8.68005, 1.55541], [0.41544, -9.51589, 2.55858], [-0.57394, -3.87160, 2.70347], [1.85738, 0.17477, -0.72611], [1.70717, -1.27069, -0.27892], [0.36436, -1.79442, -0.48041], [0.12807, -3.03482, 0.21530], [0.95007, -4.26809, -0.18052], [-0.14498, -1.70702, -1.84090], [0.66912, -2.37368, -2.95371], [1.09776, 0.80666, -0.26167], [2.83790, 0.55102, -0.43387], [1.77862, 0.28323, -1.80839], [1.92294, -1.32404, 0.79298], [2.47549, -1.87893, -0.77883], [-0.93879, -3.28004, 0.13529], [0.31109, -2.83024, 1.28394], [0.63118, -4.67908, -1.13667], [0.82205, -5.05873, 0.56653], [2.01524, -4.04568, -0.23741], [-0.25235, -0.64711, -2.08531], [-1.16450, -2.10183, -1.85034], [1.73102, -2.13358, -2.88821], [0.31271, -2.01183, -3.91975], [0.56100, -3.45797, -2.95794], [0.06039, 4.72238, -5.34454], [0.13797, 3.30118, -5.88184], [0.14970, 2.29778, -4.83157], [0.53709, 0.97763, -5.29340], [-0.37223, 0.26312, -6.29998], [-0.96439, 2.34909, -3.90241], [-2.38524, 2.24130, -4.46968], [0.84565, 4.90074, -4.60862], [0.18991, 5.43318, -6.16103], [-0.90332, 4.93458, -4.87943], [1.06977, 3.19584, -6.44350], [-0.67784, 3.14869, -6.60539], [0.66765, 0.33567, -4.41557], [1.53332, 1.06767, -5.73766], [-1.29340, -0.09384, -5.83949], [0.14473, -0.60920, -6.70589], [-0.63436, 0.90597, -7.14033], [-0.89353, 3.28704, -3.34450], [-0.81457, 1.56370, -3.15457], [-2.53190, 2.89887, -5.32713], [-3.10747, 2.53725, -3.70583], [-2.63417, 1.22547, -4.77386], [0.41409, 7.81354, 2.80500], [0.15284, 6.77089, 1.72851], [0.78186, 5.49253, 2.01191], [0.81201, 4.59482, 0.87306], [-0.52617, 4.08894, 0.31742], [0.43534, 4.89118, 3.28605], [-1.04942, 4.62683, 3.56665], [1.48306, 7.91065, 2.99745], [0.03635, 8.78290, 2.47897], [-0.08469, 7.57018, 3.74415], [0.56927, 7.13696, 0.78653], [-0.93418, 6.68389, 1.57264], [1.43883, 3.73570, 1.13257], [1.34333, 5.10921, 0.06674], [-0.99072, 3.35175, 0.97403], [-0.36170, 3.60375, -0.64784], [-1.23682, 4.90018, 0.15774], [0.82390, 5.53071, 4.08239], [0.99422, 3.95536, 3.37916], [-1.67027, 5.49148, 3.33072], [-1.19191, 4.40276, 4.62604], [-1.42590, 3.77480, 2.99988]]
}